i:
This record from OMol25 describes 2 unconnected molecules or ions with the total composition C4H12NO2. The level of theory is the ωB97M-V functional and the def2-TZVPD basis.

HOMO: -14.77 eV
orbital gap: 11.60 eV
LUMO energy: -3.2 eV

Structure (ORCA input):
```
! wB97M-V def2-TZVPD RIJCOSX def2/J DEFGRID3
* xyz 1 1
O -2.716 0.205 0.573
C -1.981 -0.555 1.144
C -0.509 -0.564 0.845
N -0.270 0.238 -0.414
C 0.587 -0.465 -1.498
C 1.787 -1.212 -0.962
H -2.391 -1.279 1.856
H -0.004 -0.003 1.632
H -0.012 -1.519 0.719
H 0.235 1.089 -0.157
H -1.179 0.435 -0.842
H 0.942 0.393 -2.073
H -0.132 -1.026 -2.086
H 1.562 -2.187 -0.541
H 2.338 -0.631 -0.223
H 2.446 -1.348 -1.813
H 1.971 2.807 0.638
H 2.843 1.566 0.597
O 1.929 1.857 0.463
*
```

Atom charges from the natural (NBO) analysis, given in e for atoms 1 to 2: atom 1 (O): -0.490, atom 2 (C): 0.417

***

ii:
This record from OMol25 describes 3 unconnected molecules or ions with the total composition C4H12NO2. The level of theory is the ωB97M-V functional and the def2-TZVPD basis.

HOMO: -13.73 eV
orbital gap: 8.73 eV
LUMO energy: -5.0 eV

Structure (ORCA input):
```
! wB97M-V def2-TZVPD RIJCOSX def2/J DEFGRID3
* xyz 1 1
C 1.206 0.002 -1.763
C -0.300 0.028 -1.290
C -1.260 -0.838 -1.711
C 0.346 1.337 0.699
N -0.472 0.505 0.085
H 1.709 0.933 -2.009
H 1.221 -0.673 -2.640
H 1.805 -0.525 -1.002
H -2.091 -1.329 -1.159
H -1.228 -1.058 -2.769
H -0.236 1.913 1.462
H 1.373 1.471 0.886
H -1.205 0.182 0.709
H 3.215 -0.097 1.824
H 2.399 -1.212 1.554
O 2.445 -0.263 1.380
H -3.267 0.526 2.208
H -2.796 -0.834 1.997
O -2.865 -0.067 1.539
*
```

Atom charges from the natural (NBO) analysis, given in e for atoms 1 to 2: atom 1 (C): -0.663, atom 2 (C): 0.127

***

iii:
This record from OMol25 describes 2 unconnected molecules or ions with the total composition C4H12NO2. The level of theory is the ωB97M-V functional and the def2-TZVPD basis.

HOMO: -14.96 eV
orbital gap: 11.53 eV
LUMO energy: -3.4 eV

Structure (ORCA input):
```
! wB97M-V def2-TZVPD RIJCOSX def2/J DEFGRID3
* xyz 1 1
O -0.640 1.871 -1.306
C -1.192 1.836 -0.240
C -0.882 0.722 0.742
N 0.398 0.050 0.298
C 0.161 -1.158 -0.599
C -0.858 -1.069 -1.731
H -2.120 2.418 -0.106
H -0.814 1.105 1.753
H -1.646 -0.050 0.668
H 1.034 -0.141 1.089
H 0.759 0.751 -0.359
H 0.110 -2.040 0.034
H 1.091 -1.159 -1.173
H -1.846 -1.044 -1.256
H -0.800 -2.020 -2.233
H -0.681 -0.248 -2.411
H 2.024 0.085 2.744
H 3.343 -0.235 2.116
O 2.558 0.327 1.971
*
```

Atom charges from the natural (NBO) analysis, given in e for atoms 1 to 2: atom 1 (O): -0.494, atom 2 (C): 0.418

***

Going by the computed energies, the most stable comes first: i, iii, ii.

***

i:
This record from OMol25 describes 2 unconnected molecules or ions with the total composition C4H12NO2. The level of theory is the ωB97M-V functional and the def2-TZVPD basis.

HOMO: -14.21 eV
orbital gap: 10.12 eV
LUMO energy: -4.1 eV

Structure (ORCA input):
```
! wB97M-V def2-TZVPD RIJCOSX def2/J DEFGRID3
* xyz 1 1
O 0.585 -0.013 1.909
C -0.207 -0.807 1.489
C -0.754 -0.530 0.039
C -1.410 -1.840 -0.518
C -0.841 -2.442 -1.775
N 0.382 0.123 -0.770
H -0.654 -1.652 2.011
H -1.368 0.395 0.056
H -2.361 -1.390 -0.883
H -1.740 -2.445 0.304
H -0.212 -1.718 -2.286
H -0.207 -3.327 -1.700
H -1.645 -2.809 -2.414
H 1.299 -0.275 -0.511
H 0.328 1.112 -0.518
H 0.275 -0.095 -1.758
H 2.246 5.000 -0.447
H 1.924 4.637 1.146
O 1.739 4.509 0.201
*
```

Atom charges from the natural (NBO) analysis, given in e for atoms 1 to 2: atom 1 (O): -0.470, atom 2 (C): 0.424

***

ii:
This record from OMol25 describes 2 unconnected molecules or ions with the total composition C4H12NO2. The level of theory is the ωB97M-V functional and the def2-TZVPD basis.

HOMO: -14.75 eV
orbital gap: 11.06 eV
LUMO energy: -3.7 eV

Structure (ORCA input):
```
! wB97M-V def2-TZVPD RIJCOSX def2/J DEFGRID3
* xyz 1 1
O 1.139 2.613 -1.089
C 1.615 1.757 -0.403
C 0.796 0.468 -0.250
N -0.559 0.791 -0.785
C -1.732 0.869 0.189
C 0.924 0.030 1.227
H 2.577 1.784 0.113
H 1.168 -0.363 -0.850
H -0.388 1.719 -1.222
H -0.879 0.106 -1.461
H -1.789 -0.080 0.699
H -2.603 1.147 -0.392
H -1.501 1.666 0.888
H 1.180 0.848 1.893
H 1.804 -0.622 1.227
H 0.158 -0.661 1.545
H -0.445 -4.755 -0.319
H -0.999 -3.500 -0.877
O -0.468 -3.817 -0.133
*
```

Atom charges from the natural (NBO) analysis, given in e for atoms 1 to 2: atom 1 (O): -0.490, atom 2 (C): 0.445

***

iii:
This record from OMol25 describes 2 unconnected molecules or ions with the total composition C4H12NO2. The level of theory is the ωB97M-V functional and the def2-TZVPD basis.

HOMO: -13.15 eV
orbital gap: 8.82 eV
LUMO energy: -4.3 eV

Structure (ORCA input):
```
! wB97M-V def2-TZVPD RIJCOSX def2/J DEFGRID3
* xyz 1 1
C 1.103 -0.575 0.380
C -0.806 -1.083 -1.014
C 0.507 1.081 -1.209
C -1.384 0.759 1.578
N -0.009 -0.067 -0.378
O -1.160 -0.364 2.177
O -0.773 1.843 1.774
H 1.512 0.219 0.950
H 0.688 -1.280 1.134
H 1.885 -1.081 -0.048
H -0.990 -1.866 -0.219
H -1.831 -0.549 -1.183
H -0.298 -1.480 -2.050
H -0.324 1.389 -1.796
H 1.050 1.788 -0.637
H 1.282 0.598 -1.793
H -2.201 0.844 0.981
H -0.353 -0.560 2.661
H -0.118 1.868 2.387
*
```

Atom charges from the natural (NBO) analysis, given in e for atoms 1 to 2: atom 1 (C): -0.416, atom 2 (C): -0.433

***

iv:
This record from OMol25 describes 2 unconnected molecules or ions with the total composition C4H12NO2. The level of theory is the ωB97M-V functional and the def2-TZVPD basis.

HOMO: -14.75 eV
orbital gap: 10.55 eV
LUMO energy: -4.2 eV

Structure (ORCA input):
```
! wB97M-V def2-TZVPD RIJCOSX def2/J DEFGRID3
* xyz 1 1
O -0.877 -0.535 2.968
C -1.914 -0.649 2.348
C -1.966 0.039 0.850
N -0.603 -0.495 0.276
C 0.296 0.686 -0.309
C 0.169 0.629 -1.851
H -2.915 -0.574 2.854
H -2.672 -0.545 0.254
H -1.966 1.136 0.925
H -0.884 -1.272 -0.375
H -0.030 -0.868 0.989
H 1.263 0.613 0.066
H -0.301 1.622 0.020
H 0.537 1.623 -2.115
H -0.937 0.607 -2.084
H 0.764 -0.085 -2.365
H 4.260 -1.301 -0.850
H 4.160 0.032 -0.959
O 3.621 -0.663 -0.642
*
```

Atom charges from the natural (NBO) analysis, given in e for atoms 1 to 2: atom 1 (O): -0.459, atom 2 (C): 0.404

***

Going by the computed energies, the most stable comes first: ii, i, iv, iii.